(1)
Formula: H4O2Tl
Source: the Open Molecules 2025 dataset
Level of theory: wB97M-V/def2-TZVPD

```
7
Properties=species:S:1:pos:R:3:forces:R:3:lowdin_charge:R:1
Tl -0.1477 0.6521 -1.4982 -0.078 0.192 0.219 1.817
O -2.2002 -0.9334 -0.0872 0.656 -0.818 0.806 0.201
H -2.8871 -1.6103 -0.3800 -0.087 0.567 -0.445 0.207
H -2.4968 -0.6345 0.8237 -0.217 0.301 -0.394 0.192
O 2.2246 0.7596 0.1952 0.159 -1.258 0.501 0.187
H 2.3553 1.1682 1.1044 -0.203 0.534 -0.428 0.199
H 3.1519 0.5982 -0.1580 -0.229 0.482 -0.258 0.198
```
Positions in Å, forces in eV/Å.

HOMO-LUMO gap   4.01 eV
DFT total energy   -323.67525 Eh
Highest occupied orbital energy   -27.54 eV
LUMO   -23.52 eV
ΔE to the lowest compared entry with this formula, charge and spin   1.866 eV
Net charge   +3



(2)
Formula: C5H6BaO4
Source: the Open Molecules 2025 dataset
Level of theory: wB97M-V/def2-TZVPD

```
16
Properties=species:S:1:pos:R:3:forces:R:3:lowdin_charge:R:1
O 0.0683 2.7752 1.0374 0.105 -0.432 0.125 -0.330
C 0.5187 2.7880 -0.1313 -0.902 1.088 -0.830 -0.173
C -0.1901 2.1002 -1.1946 0.563 -1.708 0.859 -0.127
O -1.1334 1.2887 -0.8199 -1.086 2.073 -0.398 -0.165
Ba -2.0650 2.0388 2.0344 0.515 -0.011 -0.602 2.016
H 1.3353 3.4719 -0.4036 0.060 -0.334 0.232 0.151
H 0.1526 2.0974 -2.2323 0.097 -0.054 0.261 0.144
C 1.7411 -2.4900 0.7910 -0.376 0.058 0.046 0.119
C 0.6019 -2.1885 0.1923 0.559 -1.298 0.019 -0.125
O 0.1439 -0.8636 0.2854 -0.802 1.313 -0.373 0.049
C -1.0273 -0.4644 -0.0661 1.685 -0.695 1.546 -0.251
O -1.8882 -1.3760 -0.3472 -0.188 -0.398 -0.832 0.196
H 2.3124 -1.7474 1.3479 -0.119 -0.229 -0.162 0.094
H -0.0267 -2.8607 -0.3863 0.115 0.215 0.188 0.136
H 2.0866 -3.5223 0.7692 0.012 0.330 -0.106 0.098
H -2.6300 -1.0474 -0.8762 -0.236 0.081 0.028 0.168
```
Positions in Å, forces in eV/Å.

HOMO-LUMO gap (spin up / spin down)   6.96 / 7.61 eV
DFT total energy   -519.85709 Eh
Highest occupied orbital energy (spin up / spin down)   -15.67 / -16.20 eV
LUMO (spin up / spin down)   -8.71 / -8.60 eV
ΔE to the lowest compared entry with this formula, charge and spin   2.549 eV
Net charge   +2



(3)
Formula: C29H96O19
Source: the Open Molecules 2025 dataset
Level of theory: wB97M-V/def2-TZVPD

```
144
Properties=species:S:1:pos:R:3:forces:R:3:lowdin_charge:R:1
C -0.8462 -0.9650 -1.2272 0.615 -0.979 0.669 -0.032
C -0.7533 -0.5280 0.2651 0.658 -1.555 -2.400 -0.485
C 0.6703 -0.4782 0.8036 -0.578 0.712 -0.396 -0.018
O -1.3922 0.7016 0.2375 -0.803 0.649 1.901 -0.073
H -0.1308 -0.5014 -1.9065 0.152 0.673 0.317 0.077
H -1.8486 -0.7218 -1.5796 0.013 -0.444 -0.066 0.077
H -0.5685 -2.0163 -1.3030 -0.534 -0.348 -0.149 0.062
H -1.2497 -1.2712 0.8890 -0.923 0.284 -0.100 0.124
H 1.3572 -1.1344 0.2691 -0.031 -0.012 0.103 0.085
H 0.6425 -0.7056 1.8693 0.439 0.317 -0.046 0.055
H 0.8839 0.5697 0.5929 1.012 -0.033 0.442 0.066
H -0.8657 1.2775 -0.3217 0.176 0.793 -0.409 0.050
C 5.6935 3.6486 2.0867 -0.971 -0.852 -1.059 -0.084
C 6.1752 4.4670 3.2315 0.307 -0.159 0.474 -0.483
C 6.6961 3.6293 4.3898 -0.450 0.278 0.785 -0.049
O 7.2059 5.3534 2.7609 -0.722 -0.135 0.204 -0.041
H 6.5146 3.0949 1.6313 0.091 -0.207 -0.085 0.085
H 5.1676 4.1729 1.2888 0.514 0.753 -0.070 0.091
H 4.8949 2.9454 2.3230 0.274 -0.345 0.704 0.061
H 5.3168 4.9971 3.6439 0.184 0.674 -0.217 0.139
H 5.9983 2.8198 4.6035 0.207 -0.230 -0.070 0.053
H 6.6556 4.2578 5.2795 0.160 0.085 0.125 0.077
H 7.7286 3.2834 4.3390 -0.094 -0.158 -0.531 0.083
H 7.5724 4.8239 2.0489 0.512 0.392 -0.227 0.070
C 0.9504 -5.2263 -3.0752 0.194 0.320 0.705 -0.049
C 0.1811 -4.1624 -3.8547 0.777 -0.222 -1.169 -0.487
C 1.0135 -3.6165 -5.0140 1.287 0.554 0.091 -0.063
O -0.9229 -4.7634 -4.4689 -1.453 -0.420 0.042 -0.062
H 0.4018 -5.6235 -2.2212 -0.251 0.317 0.060 0.078
H 1.8844 -4.8138 -2.6936 0.132 -0.045 0.022 0.069
H 1.1795 -6.1164 -3.6610 0.070 0.225 -0.468 0.081
H -0.1844 -3.3382 -3.2422 -0.027 -0.181 0.197 0.122
H 1.8433 -2.9969 -4.6739 0.141 0.044 0.213 0.074
H 0.5167 -3.0157 -5.7758 -0.641 -0.010 0.390 0.072
H 1.4888 -4.4233 -5.5719 -0.023 -0.361 0.069 0.080
H -0.5521 -5.3381 -5.1424 -0.202 -0.216 -0.149 0.087
C -4.6655 1.9909 -1.6396 1.236 0.628 0.623 -0.042
C -5.0477 1.2451 -2.8793 -2.574 -0.403 0.652 -0.523
C -6.5229 1.4804 -3.3153 -0.911 -0.187 0.420 -0.046
O -4.2612 1.6048 -3.9365 1.579 0.836 -1.496 -0.031
H -5.2711 1.7497 -0.7660 -0.059 0.042 -0.149 0.077
H -4.5632 3.0709 -1.7460 -1.008 0.252 -0.423 0.088
H -3.6205 1.8337 -1.3727 0.135 -0.908 0.095 0.067
H -4.9172 0.1724 -2.7367 -0.143 -0.326 0.518 0.127
H -7.3466 1.2876 -2.6279 0.481 -0.229 1.002 0.055
H -6.8487 0.7958 -4.0985 0.549 0.075 -0.614 0.073
H -6.7659 2.5046 -3.5985 0.637 0.138 -0.353 0.083
H -4.6701 1.2331 -4.7215 0.176 0.033 -0.242 0.090
C 1.0418 4.3407 -4.6867 -0.218 -0.525 0.014 -0.033
C 0.7864 2.8341 -4.5465 0.781 -0.328 -1.647 -0.461
C 1.1886 1.8683 -5.7068 -1.174 0.879 0.676 -0.035
O 1.4805 2.3692 -3.4182 -0.075 -0.314 1.184 -0.072
H 0.5890 4.8807 -3.8552 -0.165 -0.178 -0.027 0.055
H 0.5729 4.7063 -5.6002 0.409 0.191 -0.122 0.085
H 2.1055 4.5519 -4.5766 0.091 0.033 -0.629 0.086
H -0.2885 2.6770 -4.4566 -0.042 -0.104 0.739 0.140
H 0.4812 2.0554 -6.5147 0.651 0.161 -0.590 0.080
H 0.9231 0.8622 -5.3819 0.242 -0.066 0.208 0.074
H 2.2527 1.9135 -5.9386 -0.133 0.159 -0.395 0.082
H 2.3775 2.0916 -3.6180 -0.010 0.097 -0.189 0.118
C 0.3831 -5.7321 3.0243 0.717 0.886 1.362 -0.153
O 1.7312 -5.6282 3.4040 1.713 -1.025 -1.266 -0.143
H -0.0898 -6.0517 3.9529 -1.174 0.008 -0.402 0.079
H 0.1293 -4.7185 2.7140 -1.071 -0.215 -0.247 0.058
H 0.2439 -6.4638 2.2284 0.194 0.115 0.100 0.081
H 1.9336 -5.0898 4.1727 -0.338 0.032 0.277 0.011
C -0.6731 -2.0650 3.9457 -0.976 1.029 1.174 -0.138
O -0.4161 -1.7485 5.3399 0.015 -0.180 -0.751 -0.125
H 0.2422 -2.2886 3.3978 -0.246 -0.233 -0.073 0.058
H -1.5152 -2.7481 3.8344 0.546 -0.891 0.073 0.081
H -1.1755 -1.1712 3.5758 0.628 0.397 -0.288 0.054
H -0.1716 -2.5412 5.8230 -0.084 -0.127 -0.128 0.057
C 1.5382 3.4207 1.9585 -1.053 1.627 -0.729 -0.131
O 0.6186 4.4880 2.3002 0.830 -0.334 -0.060 -0.143
H 2.1426 3.1288 2.8173 -0.161 -0.481 -0.066 0.074
H 0.9251 2.6806 1.4442 0.458 -0.734 0.426 0.057
H 2.1796 3.8499 1.1888 0.264 -0.059 0.087 0.069
H 0.0414 4.1037 2.9641 -0.349 -0.019 0.294 0.011
C 4.9904 0.0871 4.0154 1.325 -0.768 -0.866 -0.167
O 4.9036 0.7836 5.2657 -0.623 -0.548 -1.194 -0.100
H 5.7709 0.4857 3.3673 0.623 0.374 0.581 0.061
H 5.2457 -0.9625 4.1612 0.246 -0.047 0.267 0.065
H 4.2277 0.0106 3.2404 -1.508 0.712 0.930 0.069
H 4.8434 0.0762 5.9119 -0.096 0.249 0.266 0.070
C -4.0896 -0.8715 1.9078 0.291 0.999 -1.372 -0.105
O -3.4640 0.4079 2.1060 -0.120 -0.651 1.200 -0.147
H -5.1294 -0.7284 2.2019 0.140 -0.408 0.003 0.081
H -3.9985 -1.0420 0.8350 -0.651 -0.366 -0.140 0.065
H -3.6213 -1.7508 2.3502 0.097 0.272 0.728 0.070
H -2.5868 0.3977 1.7161 0.181 0.283 -0.421 0.032
C -1.5016 1.9165 4.6592 -0.354 -0.415 0.655 -0.126
O -0.6812 3.0239 4.4333 0.737 1.158 -0.240 -0.131
H -0.9896 1.0396 4.2631 -0.472 -0.367 0.051 0.073
H -1.5885 1.8771 5.7450 -0.429 -0.785 0.059 0.091
H -2.5003 2.0689 4.2499 0.209 -0.089 -0.227 0.071
H -0.0805 2.9981 5.1817 0.332 0.497 -0.256 0.091
C 2.9260 -2.9858 5.2487 -0.403 0.490 -0.546 -0.132
O 2.7666 -4.3372 5.6342 0.277 -0.257 0.278 -0.113
H 2.1385 -2.7918 4.5206 -0.043 0.665 0.012 0.063
H 2.8346 -2.3389 6.1212 0.013 0.241 -0.135 0.091
H 3.8637 -2.7818 4.7317 0.131 -0.509 0.273 0.076
H 1.9798 -4.3121 6.1837 0.022 -0.447 0.285 0.086
C -0.3819 4.0350 -1.4003 -1.362 0.942 -0.193 -0.149
O -0.0778 2.6765 -1.4078 -0.006 -0.330 0.924 -0.128
H -0.6955 4.3291 -2.4020 -0.223 0.164 -0.096 0.063
H -1.2426 4.1983 -0.7518 0.066 0.007 0.133 0.081
H 0.3844 4.7531 -1.1084 0.518 -0.405 0.295 0.088
H 0.4957 2.5571 -2.1684 0.614 -0.621 -0.074 0.007
C -4.6182 -3.2875 -1.8543 0.082 1.179 -0.487 -0.168
O -5.1841 -2.8348 -0.6632 0.162 -0.262 1.455 -0.130
H -5.2638 -3.0114 -2.6881 0.017 -0.291 -0.319 0.076
H -3.7169 -2.6805 -1.9399 0.332 -0.242 -0.422 0.062
H -4.3324 -4.3382 -1.9030 -0.294 -0.165 0.269 0.076
H -6.1332 -2.6909 -0.6711 -0.281 -0.242 -0.581 0.032
C -7.3741 -0.5643 0.0645 -1.285 1.132 -2.361 -0.112
O -7.7979 -1.7071 -0.7173 0.982 -0.806 0.699 -0.141
H -7.6025 -0.6166 1.1290 0.120 -0.116 -0.242 0.090
H -6.3937 -0.1778 -0.2140 0.634 -1.150 0.559 0.059
H -7.9142 0.1988 -0.4960 -0.582 0.887 1.183 0.069
H -8.6174 -1.5147 -1.1787 0.145 0.097 0.217 0.082
C 5.2881 -3.6038 -1.2643 -1.056 0.226 -2.312 -0.186
O 5.3053 -2.6675 -0.2276 0.727 -0.383 0.995 -0.112
H 5.1396 -3.0079 -2.1648 -0.208 -0.129 -0.567 0.070
H 6.1476 -4.2131 -1.5437 0.503 0.013 1.057 0.080
H 4.4222 -4.2648 -1.2242 0.033 0.058 0.552 0.073
H 6.2133 -2.3597 -0.1773 0.003 0.209 0.279 0.075
C -2.8718 -2.1815 -5.7279 -1.217 -0.518 0.283 -0.129
O -3.8033 -2.1925 -6.8435 0.837 0.059 0.405 -0.133
H -2.5457 -1.1785 -5.4529 0.057 -0.047 -0.422 0.078
H -3.4961 -2.5662 -4.9214 0.480 0.192 0.724 0.065
H -2.0646 -2.9056 -5.8377 0.222 0.323 -0.265 0.055
H -4.3006 -2.9790 -6.6075 -0.399 0.041 -0.671 0.061
C -3.2984 3.7158 1.9998 -0.312 -0.072 -0.464 -0.155
O -4.3858 3.0176 2.5577 -0.160 0.148 0.583 -0.133
H -2.3506 3.5593 2.5148 0.006 0.180 0.316 0.056
H -3.1501 3.3502 0.9836 0.148 0.301 -0.370 0.063
H -3.5912 4.7657 2.0012 0.368 0.017 -0.103 0.087
H -4.1456 2.0888 2.5236 -0.097 -0.549 -0.069 0.013
C 4.8947 1.0028 -0.0283 -0.608 -0.935 -1.261 -0.160
O 5.8378 1.5385 -0.9143 1.207 1.727 -0.215 -0.124
H 3.9483 1.4880 -0.2670 -0.054 -0.014 0.128 0.083
H 4.8775 -0.0071 -0.4382 -0.977 -0.676 1.321 0.070
H 5.0706 1.1091 1.0421 0.388 -0.149 -0.077 0.047
H 6.6695 1.0663 -0.8305 -0.027 0.007 0.060 0.074
```
Positions in Å, forces in eV/Å.

HOMO-LUMO gap   9.30 eV
DFT total energy   -2591.63735 Eh
Highest occupied orbital energy   -9.23 eV
LUMO   0.07 eV
ΔE to the lowest compared entry with this formula, charge and spin   3.079 eV
Net charge   0



(4)
Formula: C8H13P
Source: the Open Molecules 2025 dataset
Level of theory: wB97M-V/def2-TZVPD

```
22
Properties=species:S:1:pos:R:3:forces:R:3:lowdin_charge:R:1
C 2.5757 0.6902 -1.2837 0.683 -0.403 -4.420 -0.139
C 2.5579 -0.1382 -0.1558 1.261 -2.197 2.822 -0.595
P 3.1002 -0.1445 1.6495 -1.889 -0.345 0.376 0.840
C 2.4889 -1.3096 0.3851 0.885 2.102 0.088 -0.306
H 3.6223 0.9315 -1.7193 -1.538 -0.126 1.255 0.121
H 2.0131 1.5506 -1.0319 -0.366 1.283 -0.346 0.064
H 2.0860 0.1179 -2.1654 0.534 1.079 1.276 0.105
H 1.7072 -0.1342 2.3262 1.524 0.643 -0.460 -0.099
H 2.2281 -2.3005 0.3706 -0.488 -2.092 -0.535 0.038
C -0.5662 -0.0173 -1.0069 1.584 0.429 -2.576 -0.132
C -0.4194 0.0372 0.2994 -2.424 -0.370 0.529 -0.121
C -1.7185 -0.4642 0.9118 0.191 -1.869 0.649 -0.168
C -2.1843 -1.4467 -0.2105 -0.931 0.897 1.141 -0.223
C -1.8127 -0.7408 -1.4580 -0.497 1.905 -1.239 -0.211
H 0.0286 0.4869 -1.8040 -0.159 -0.575 0.998 0.096
H 0.2352 0.4109 1.0270 1.407 1.008 0.007 0.040
H -2.4091 0.3778 1.1382 0.242 -0.470 -0.397 0.118
H -1.5744 -1.0297 1.8733 -0.091 0.596 -0.734 0.112
H -3.2342 -1.6058 -0.2018 -1.061 -0.453 0.303 0.091
H -1.6797 -2.3854 -0.1055 0.423 -0.551 0.076 0.106
H -1.8588 -1.3239 -2.4333 0.603 0.677 1.294 0.130
H -2.5014 0.1571 -1.6002 0.106 -1.169 -0.107 0.132
```
Positions in Å, forces in eV/Å.

HOMO-LUMO gap   9.33 eV
DFT total energy   -653.81566 Eh
Highest occupied orbital energy   -8.39 eV
LUMO   0.95 eV
ΔE to the lowest compared entry with this formula, charge and spin   2.300 eV
Net charge   0
Structure (SMILES)   CC1=[PH]=C1.C1=CCCC1